(1)
ORCA calculation (the ωB97M-V functional and the def2-TZVPD basis) on a cluster of 2 separate species, C5H14O in total at a distorted geometry.

Each line ends with the Mulliken charge.
Element x y z (Å)
C (-0.12, 0.99, 0.25)  -1.110
C (0.36, -0.45, -0.06)  -0.759
C (-0.75, -1.31, -0.69)  0.813
C (-2.16, -1.22, 0.02)  -1.458
C (-0.76, -1.11, -2.17)  -1.275
H (-0.93, 1.01, 1.00)  0.277
H (-0.47, 1.49, -0.67)  0.280
H (0.74, 1.55, 0.65)  0.325
H (1.32, -0.45, -0.62)  0.367
H (0.56, -0.88, 0.94)  0.321
H (-0.28, -2.25, -0.35)  0.149
H (-2.69, -0.27, -0.13)  0.327
H (-2.08, -1.42, 1.10)  0.339
H (-2.75, -2.03, -0.44)  0.409
H (-1.07, -0.08, -2.40)  0.277
H (-1.44, -1.81, -2.70)  0.365
H (0.26, -1.27, -2.55)  0.353
O (4.41, 2.93, 2.93)  -0.649
H (3.48, 2.67, 3.10)  0.324
H (4.38, 3.91, 2.81)  0.325

## Properties
* relative energy (zero: lowest compared OMol25 entry of this formula, charge and spin): 13.2 kcal/mol
* LUMO level: 0.028 Eh
* structure (SMILES): CCC(C)C.O
* E_HOMO: -10.4 eV
* gap between HOMO and LUMO: 11.208 eV

(2)
ORCA calculation (the ωB97M-V functional and the def2-TZVPD basis) on a cluster of 2 separate species, C3H10N2O in total at a distorted geometry.

Each line ends with the Mulliken charge.
Element x y z (Å)
C (1.49, 1.57, 0.24)  -0.777
C (2.07, 0.39, 0.20)  0.111
O (1.84, -0.51, -0.83)  -0.484
H (1.75, 2.27, 1.02)  0.229
H (0.83, 2.01, -0.50)  0.307
H (2.50, -0.01, 1.12)  0.293
H (2.65, -1.06, -0.89)  0.320
N (-1.32, 0.33, -0.99)  -0.557
C (-1.68, -0.12, 0.33)  -0.532
N (-1.41, -1.50, 0.76)  -0.563
H (-1.90, -0.23, -1.61)  0.247
H (-0.40, 0.05, -1.32)  0.191
H (-2.76, 0.04, 0.45)  0.405
H (-1.35, 0.56, 1.13)  0.339
H (-0.43, -1.69, 0.80)  0.240
H (-1.89, -2.09, 0.09)  0.229

## Properties
* relative energy (zero: lowest compared OMol25 entry of this formula, charge and spin): 46.4 kcal/mol
* LUMO level: 0.024 Eh
* structure (SMILES): C=CO.NCN
* E_HOMO: -8.9 eV
* gap between HOMO and LUMO: 9.591 eV

(3)
ORCA calculation (the ωB97M-V functional and the def2-TZVPD basis) on a cluster of 9 separate species, C6H30O9 in total at a distorted geometry.

Each line ends with the Mulliken charge.
Element x y z (Å)
C (3.96, 0.75, 0.66)  -0.456
C (4.85, 1.38, -0.37)  -0.390
O (5.74, 2.22, 0.30)  -0.500
H (3.80, -0.27, 0.30)  -0.014
H (3.00, 1.27, 0.76)  0.090
H (4.56, 0.54, 1.54)  0.382
H (4.29, 1.99, -1.08)  0.333
H (5.39, 0.55, -0.83)  0.256
H (6.09, 2.68, -0.47)  0.319
C (0.17, 0.95, -0.87)  -0.727
C (-0.09, -0.38, -0.19)  -0.001
O (-1.09, -1.00, -1.00)  -0.382
H (-0.71, 1.53, -1.12)  0.498
H (0.62, 0.69, -1.83)  0.272
H (0.78, 1.50, -0.15)  0.087
H (-0.25, -0.32, 0.89)  0.226
H (0.78, -1.04, -0.18)  -0.099
H (-0.57, -1.44, -1.68)  0.307
C (-5.38, 0.61, -0.45)  -1.144
C (-4.05, 0.84, -1.15)  -0.086
O (-3.09, 1.18, -0.18)  -0.533
H (-5.26, -0.09, 0.38)  0.260
H (-6.14, 0.13, -1.08)  0.356
H (-5.81, 1.51, -0.03)  0.301
H (-4.08, 1.69, -1.82)  0.263
H (-3.68, -0.04, -1.68)  0.223
H (-2.27, 0.81, -0.51)  0.208
O (-0.91, 3.40, -3.28)  -0.633
H (-1.07, 2.52, -3.63)  0.309
H (0.03, 3.42, -3.11)  0.308
O (-2.35, -3.62, -1.53)  -0.631
H (-2.44, -2.68, -1.38)  0.321
H (-2.02, -3.96, -0.69)  0.325
O (0.53, -1.85, 2.96)  -0.628
H (1.11, -2.28, 2.32)  0.307
H (-0.35, -2.03, 2.63)  0.338
O (-2.13, -2.35, 2.14)  -0.679
H (-2.98, -2.34, 2.57)  0.304
H (-2.12, -1.55, 1.60)  0.352
O (2.64, -2.90, 0.25)  -0.600
H (2.88, -2.44, -0.56)  0.254
H (3.48, -3.19, 0.61)  0.303
O (1.31, 1.59, 3.69)  -0.634
H (1.40, 1.09, 2.88)  0.317
H (1.42, 0.94, 4.38)  0.321

## Properties
* relative energy (zero: lowest compared OMol25 entry of this formula, charge and spin): 80.9 kcal/mol
* LUMO level: -0.003 Eh
* structure (SMILES): CCO.CCO.CCO.O.O.O.O.O.O
* E_HOMO: -10.2 eV
* gap between HOMO and LUMO: 10.065 eV

(4)
ORCA calculation (the ωB97M-V functional and the def2-TZVPD basis) on the ion C3H3O3S with charge -1 at a distorted geometry.

Each line ends with the Mulliken charge.
Element x y z (Å)
C (0.14, -0.04, 0.03)  -1.118
C (-1.31, -0.15, 0.11)  0.849
C (-2.50, -0.32, 0.21)  -0.731
S (-4.44, -0.07, 0.07)  1.091
O (-4.40, 1.38, -0.09)  -0.619
O (-4.65, -0.84, -1.15)  -0.631
O (-5.37, -0.49, 1.17)  -0.632
H (0.47, -0.16, -1.00)  0.268
H (0.46, 0.93, 0.39)  0.257
H (0.60, -0.82, 0.64)  0.267

## Properties
* relative energy (zero: lowest compared OMol25 entry of this formula, charge and spin): 44.0 kcal/mol
* LUMO level: 0.131 Eh
* structure (SMILES): CC#CS(=O)(=O)[O-]
* E_HOMO: -5.2 eV
* total charge: -1
* gap between HOMO and LUMO: 8.741 eV

(5)
ORCA calculation (the ωB97M-V functional and the def2-TZVPD basis) on an isolated molecule of CH6NO2PS2 at a distorted geometry.

Each line ends with the Mulliken charge.
Element x y z (Å)
C (1.00, 1.60, 0.94)  -0.637
O (1.14, 0.19, 0.81)  -0.294
P (-0.07, -0.77, 0.47)  0.696
S (0.45, -2.61, 0.23)  -0.306
S (-1.57, -0.23, 1.86)  -0.249
O (-0.76, 0.09, -1.34)  -0.339
N (-0.44, -0.63, -2.43)  -0.357
H (-0.04, 1.90, 0.96)  0.331
H (1.50, 2.08, 0.10)  0.228
H (1.49, 1.90, 1.87)  0.249
H (-2.33, -1.25, 1.50)  0.181
H (-0.93, -1.52, -2.46)  0.256
H (0.56, -0.76, -2.53)  0.241

## Properties
* relative energy (zero: lowest compared OMol25 entry of this formula, charge and spin): 11.5 kcal/mol
* LUMO level (spin up / spin down): -0.001 / -0.001 Eh
* structure (SMILES): CO[P@@](=S)(S)ON
* E_HOMO (spin up / spin down): -8.6 / -8.6 eV
* gap between HOMO and LUMO (spin up / spin down): 8.576 / 8.577 eV

(6)
ORCA calculation (the ωB97M-V functional and the def2-TZVPD basis) on a structure of composition C45H37BrN5O7P2SiY.

Each line ends with the Mulliken charge.
Element x y z (Å)
Y (-0.27, 1.18, -1.33)  0.590
C (3.10, 4.13, 0.00)  -0.989
C (2.43, 4.96, 0.89)  -1.260
C (1.22, 4.54, 1.42)  -0.798
C (0.72, 3.30, 1.05)  0.758
N (1.34, 2.52, 0.16)  1.657
C (2.50, 2.93, -0.35)  -0.704
C (-0.55, 2.78, 1.65)  0.638
C (-1.07, 3.38, 2.79)  -1.239
C (-2.23, 2.87, 3.35)  -1.355
C (-2.79, 1.74, 2.79)  -1.346
C (-2.20, 1.16, 1.67)  0.092
N (-1.11, 1.69, 1.09)  1.479
C (-2.70, -0.16, 1.20)  1.150
C (-4.04, -0.51, 1.35)  -0.943
C (-4.42, -1.80, 1.03)  -1.181
C (-3.45, -2.68, 0.58)  -0.919
C (-2.15, -2.23, 0.43)  -0.149
N (-1.77, -0.99, 0.73)  1.362
H (4.03, 4.41, -0.46)  0.598
H (2.84, 5.92, 1.15)  0.431
H (0.68, 5.19, 2.09)  0.476
H (2.95, 2.29, -1.09)  0.295
H (-0.57, 4.21, 3.25)  0.416
H (-2.65, 3.32, 4.24)  0.434
H (-3.65, 1.26, 3.24)  0.567
H (-4.77, 0.21, 1.67)  0.557
H (-5.45, -2.10, 1.12)  0.444
H (-3.70, -3.70, 0.31)  0.543
H (-1.38, -2.88, 0.04)  -0.218
O (-1.30, 1.35, -4.07)  -0.304
P (-1.87, 2.78, -3.57)  0.621
O (-3.09, 3.20, -4.24)  -0.783
O (-1.78, 2.56, -2.05)  -0.179
O (-0.63, 3.76, -3.95)  -0.367
P (0.77, 3.79, -3.12)  0.419
O (0.30, 4.53, -1.75)  -0.342
O (1.80, 4.59, -3.79)  -0.806
O (1.03, 2.35, -2.70)  -0.046
H (-1.30, 1.21, -5.02)  0.244
H (0.10, 5.45, -1.99)  0.272
Br (-7.92, -0.90, -1.86)  -0.202
C (-6.03, -0.81, -1.98)  -0.065
C (-5.37, 0.37, -1.69)  -1.118
C (-3.98, 0.41, -1.75)  -0.258
C (-3.23, -0.71, -2.11)  0.518
C (-3.93, -1.88, -2.43)  -0.895
C (-5.31, -1.93, -2.36)  -0.896
N (-1.84, -0.61, -2.10)  1.342
C (-1.17, -1.54, -2.78)  -0.833
C (0.24, -1.56, -2.89)  0.784
C (0.88, -2.51, -3.73)  -1.100
C (2.22, -2.47, -3.91)  -0.868
C (2.98, -1.47, -3.25)  -1.033
C (2.31, -0.59, -2.44)  -0.109
N (0.98, -0.63, -2.22)  1.129
H (-5.92, 1.26, -1.42)  0.530
H (-3.48, 1.34, -1.53)  0.645
H (-3.41, -2.80, -2.68)  0.253
H (-5.83, -2.86, -2.59)  0.433
H (-1.68, -2.31, -3.35)  0.117
H (0.27, -3.25, -4.24)  0.512
H (2.72, -3.19, -4.56)  0.436
H (4.05, -1.38, -3.37)  0.539
H (2.86, 0.18, -1.90)  -0.118
C (6.07, -0.38, -0.09)  -0.730
C (5.36, 0.65, 0.51)  -0.892
C (4.07, 0.43, 0.94)  -0.446
C (3.44, -0.81, 0.79)  0.832
C (4.17, -1.83, 0.19)  -0.460
C (5.47, -1.62, -0.24)  -0.758
Si (1.66, -1.03, 1.29)  0.730
C (1.12, -2.80, 1.08)  0.650
C (1.22, -3.41, -0.18)  0.239
C (0.76, -4.70, -0.39)  -1.095
C (0.19, -5.41, 0.66)  -0.782
C (0.10, -4.83, 1.91)  -0.805
C (0.55, -3.54, 2.12)  -0.256
C (1.36, -0.37, 3.01)  1.034
C (0.11, -0.50, 3.61)  -0.385
C (-0.14, -0.01, 4.88)  -0.828
C (0.86, 0.62, 5.59)  -0.769
C (2.12, 0.75, 5.03)  -0.844
C (2.37, 0.25, 3.75)  -0.568
H (7.08, -0.22, -0.44)  0.391
H (5.82, 1.62, 0.64)  0.447
H (3.53, 1.25, 1.41)  0.447
H (3.74, -2.81, 0.06)  0.396
H (6.02, -2.44, -0.71)  0.476
H (1.65, -2.87, -1.01)  0.133
H (0.85, -5.15, -1.37)  0.475
H (-0.17, -6.42, 0.50)  0.391
H (-0.34, -5.39, 2.74)  0.459
H (0.47, -3.11, 3.11)  0.470
H (-0.68, -1.01, 3.07)  0.351
H (-1.13, -0.14, 5.32)  0.468
H (0.67, 1.00, 6.59)  0.400
H (2.92, 1.22, 5.58)  0.456
H (3.37, 0.34, 3.35)  0.513

## Properties
* relative energy (zero: lowest compared OMol25 entry of this formula, charge and spin): 50.4 kcal/mol
* LUMO level (spin up / spin down): -0.046 / -0.029 Eh
* E_HOMO (spin up / spin down): -5.8 / -6.9 eV
* gap between HOMO and LUMO (spin up / spin down): 4.531 / 6.133 eV

(7)
ORCA calculation (the ωB97M-V functional and the def2-TZVPD basis) on a structure of composition C15H13AuBrN3O.

Each line ends with the Löwdin spin population.
Element x y z (Å)
Au (0.29, -0.12, 0.18)  0.570
C (5.21, -0.39, -2.29)  0.000
C (3.86, -1.01, -2.13)  0.001
C (3.51, -2.24, -2.69)  0.006
C (2.25, -2.77, -2.50)  0.002
C (1.35, -2.07, -1.73)  0.012
Br (-0.39, -2.70, -1.35)  0.021
N (1.66, -0.88, -1.18)  0.053
C (2.88, -0.36, -1.38)  0.011
H (5.84, -0.99, -2.94)  0.000
H (5.70, -0.28, -1.33)  0.000
H (5.13, 0.61, -2.73)  0.000
H (4.23, -2.78, -3.29)  0.000
H (1.96, -3.72, -2.93)  0.001
H (3.07, 0.60, -0.94)  0.001
O (-0.53, 0.16, 2.04)  0.346
C (-0.91, 1.18, 2.69)  0.151
C (-0.89, 1.10, 4.13)  0.111
C (-1.36, 2.12, 4.89)  0.008
C (-1.90, 3.27, 4.27)  0.232
C (-1.90, 3.40, 2.89)  0.000
C (-1.41, 2.40, 2.07)  0.150
C (-1.41, 2.53, 0.63)  -0.006
N (-0.86, 1.70, -0.27)  0.202
C (-1.10, 2.19, -1.51)  0.038
C (-1.83, 3.34, -1.39)  0.050
N (-2.01, 3.53, -0.06)  0.027
H (-0.49, 0.19, 4.56)  0.002
H (-1.33, 2.05, 5.97)  -0.002
H (-2.31, 4.06, 4.88)  0.010
H (-2.30, 4.31, 2.47)  -0.003
H (-0.76, 1.70, -2.40)  0.001
H (-2.21, 4.01, -2.14)  0.003
H (-2.52, 4.30, 0.34)  0.001

## Properties
* LUMO level (spin up / spin down): -0.232 / -0.347 Eh
* E_HOMO (spin up / spin down): -15.3 / -15.5 eV
* total charge: +2
* multiplicity: 3
* gap between HOMO and LUMO (spin up / spin down): 8.982 / 6.078 eV